Molecular formula: C5H4IN2O2
Method: DFT, ωB97M-V/def2-TZVPD

SMILES: O=C([O-])[C@@H](I)n1cccn1
Lowest unoccupied orbital energy, eV: 3.0
Total charge: -1
HOMO, eV: -4.39

Structure (XYZ):
```
14
Properties=species:S:1:pos:R:3:forces:R:3:lowdin_charge:R:1
H 0.793805 -1.703255 -1.987653 0.9 -2.0 -2.4 0.0467
N -0.980567 0.039970 -0.058514 1.6 -1.8 -1.2 -0.2009
N -0.883628 -0.800852 -1.191489 1.2 0.8 1.7 0.0882
H -2.184697 1.034943 1.425008 0.4 -1.6 -1.9 0.1209
O -3.589751 2.484857 -0.408129 -1.1 0.8 0.0 -0.0956
H 0.505822 0.911843 1.342729 -0.9 -0.6 -0.7 0.1320
C 0.428892 -1.120179 -1.253801 -2.2 2.9 2.8 -0.1647
H 2.251800 -0.413009 0.004582 -1.1 -0.4 -0.6 0.0916
I -4.015188 -0.549039 0.100813 0.9 0.1 0.2 0.6545
C 1.164946 -0.464895 -0.239975 1.0 0.1 0.5 -0.1116
C -2.178734 0.664318 0.300867 -2.0 2.0 2.4 -0.6023
C 0.247378 0.236243 0.501077 -0.1 0.3 0.0 -0.1046
O -1.351482 2.678181 -0.466398 2.3 1.8 -0.3 -0.0093
C -2.423673 2.164155 -0.282772 -0.9 -2.5 -0.5 -0.8449
```
Positions in Å, forces in eV/Å.

***

Molecular formula: C29H41IrNO4SbSeSi2
Method: DFT, ωB97M-V/def2-TZVPD

Lowest unoccupied orbital energy (alpha / beta), eV: -2.1 / -5.6
Expectation value of S²: 8.80
Total charge: +1
HOMO (alpha / beta), eV: -8.80 / -10.62
Spin multiplicity: 6

Structure (XYZ):
```
80
Properties=species:S:1:pos:R:3:forces:R:3:lowdin_charge:R:1
H -5.571815 -3.575173 -4.212499 0.0 0.0 0.0 0.1102
C -0.304429 -1.836848 3.807908 0.0 0.0 0.0 -0.0088
Sb 0.238507 1.974993 0.230876 0.3 0.0 -0.1 1.5468
H 2.491017 3.574030 -1.591535 0.0 0.0 0.0 0.0699
C 0.584699 -1.422074 -2.859146 0.1 0.0 0.0 -0.1907
O 1.032735 -3.275830 1.377889 0.0 0.0 0.0 0.1068
H 4.004642 2.846706 -1.080186 0.0 0.0 0.0 0.0805
Se 3.425707 -1.568030 -0.272770 -0.1 -0.1 0.0 0.9004
H 0.779904 1.553655 2.786887 0.0 0.0 0.0 0.0616
C 6.148077 -1.488952 -1.085720 0.0 0.0 0.1 -0.1305
C -2.667500 -1.845243 -4.351275 0.0 0.0 0.0 -0.0867
H 2.407683 3.398416 2.230129 0.0 0.0 0.0 0.0603
C 7.499130 -1.253901 -0.905455 0.0 0.0 0.0 -0.0745
H -2.632253 3.330579 -0.566154 0.0 0.0 0.0 0.0524
C -2.734874 -3.260420 0.652353 0.1 -0.1 0.1 -0.1584
Si -3.192098 -1.699517 -0.251324 -0.4 0.0 -0.3 0.5668
H 1.107371 -3.590367 2.288005 0.0 0.0 0.0 0.1254
H -4.072603 2.411941 1.975180 0.0 0.0 0.0 0.1350
Ir -1.270044 -0.240280 0.009838 0.2 0.5 0.8 1.0096
C -0.339433 -1.560674 2.417148 0.0 0.1 0.0 -0.2360
C 5.734019 -0.805387 1.201131 0.0 0.0 -0.1 -0.1368
C -0.501393 3.747537 -0.685690 0.0 0.1 0.1 -0.3834
O 0.108755 -1.727067 0.091772 0.0 -0.1 0.0 -0.2833
C 0.273408 -2.181934 1.321639 0.1 0.0 -0.1 -0.4784
H -2.590945 -3.096683 1.720899 0.0 0.0 0.0 0.0398
H -5.523450 -1.611868 0.443491 0.0 0.0 0.0 0.0478
H 1.438073 3.850335 3.619649 0.0 0.0 0.0 0.0817
H -4.970776 0.000154 -0.021937 0.0 0.0 0.0 0.0448
N -1.145342 -0.553769 1.996655 0.0 -0.1 -0.1 -0.0696
H 2.225204 1.090131 -1.283343 0.0 -0.1 0.0 0.0202
C 2.262758 1.753115 -0.417815 0.0 0.2 -0.2 -0.4181
H 0.321662 -2.617927 4.214894 0.0 0.0 0.0 0.1065
H -4.538317 -0.675096 1.563942 0.0 0.0 0.0 0.0344
H 2.754616 1.205625 0.387270 0.0 0.0 0.0 0.0206
H -0.175929 1.693165 -2.871837 0.0 0.0 0.0 0.0107
H -1.097533 -1.274233 5.705710 0.0 0.0 0.0 0.1133
H -3.902678 -2.762859 -5.842864 0.0 0.0 0.0 0.1101
C -4.711365 -3.014559 -3.871916 0.0 0.0 0.0 -0.0660
C 1.393228 3.630248 2.552276 0.0 0.0 0.0 -0.1588
C -1.967608 0.192543 2.781825 0.0 0.0 0.0 -0.2429
H -3.578297 -3.946657 0.521931 0.0 0.0 0.0 0.0519
H 7.458658 -0.223156 2.325708 0.0 0.0 0.0 0.1076
C -1.924493 4.099486 -0.264283 0.0 0.1 -0.1 -0.1690
H 9.026129 -0.616143 0.458197 0.0 0.0 0.0 0.1094
H -1.287298 1.088722 -4.104532 0.0 0.0 0.0 0.0494
C 5.249375 -1.264249 -0.032620 0.1 0.1 0.0 -0.6870
H 8.190667 -1.430192 -1.718400 0.0 0.0 0.0 0.1093
H -1.845760 -3.730392 0.232635 0.0 0.0 0.0 0.0441
C -2.486287 -1.572510 -2.993615 -0.1 -0.1 0.1 -0.2986
C 7.968258 -0.796390 0.320471 0.0 0.0 0.0 -0.0661
H 0.566480 -1.628522 -3.933032 0.0 0.0 0.0 0.0460
H 3.034285 3.739848 0.078595 0.0 0.0 0.0 0.0567
Si -1.007004 -0.613298 -2.380326 -0.1 -0.1 -0.2 0.5025
H -2.224343 5.041892 -0.723757 0.0 0.0 0.0 0.0818
H -0.561792 2.687247 2.673366 0.0 0.0 0.0 0.0547
C -1.951372 -0.064195 4.179888 0.0 0.0 0.0 0.0016
H -1.942608 -1.501178 -5.081648 0.0 0.0 0.0 0.1057
C -4.545333 -2.750583 -2.521631 0.0 0.0 0.0 -0.0839
H -0.410243 3.618983 -1.762477 0.0 0.0 0.0 0.0431
C -2.713396 1.112389 2.036484 0.0 0.1 0.0 -0.5085
H -2.582480 0.503559 4.845594 0.0 0.0 0.0 0.1152
C -1.110872 1.151693 -3.025205 0.0 0.1 0.0 -0.1974
C 7.086543 -0.573595 1.372215 0.0 0.0 0.0 -0.0787
H 0.706330 -2.368822 -2.333109 0.0 0.0 0.0 0.0361
H -5.289169 -3.113279 -1.820077 0.0 0.0 0.0 0.1059
H 5.772757 -1.850854 -2.033200 0.0 0.0 0.0 0.0950
C 0.437770 2.467918 2.299064 0.0 0.1 0.0 -0.3734
H 1.070518 4.542739 2.048427 0.0 0.0 0.0 0.0702
H -2.000360 4.220427 0.817839 0.0 0.0 0.0 0.0694
C -4.687915 -0.908549 0.509013 -0.1 0.0 0.0 -0.1725
H -1.937109 1.715690 -2.589448 0.0 0.0 0.0 0.0316
H 0.203371 4.526578 -0.387401 0.0 0.0 0.0 0.0579
O -3.582918 1.924336 2.651578 0.0 0.0 0.0 0.1272
C -1.116216 -1.069950 4.643094 0.0 0.0 0.0 -0.0651
C -3.438120 -2.028996 -2.068742 0.1 0.0 -0.1 -0.2972
H 5.039433 -0.643188 2.014567 0.0 0.0 0.0 0.0924
O -2.575783 1.249079 0.736739 -0.1 -0.4 0.0 -0.2791
H 1.459089 -0.806796 -2.643333 0.0 0.0 0.0 0.0021
C -3.772336 -2.558932 -4.788232 0.0 0.0 0.0 -0.0662
C 2.981040 3.055337 -0.766264 -0.1 0.0 0.0 -0.1573
```
Positions in Å, forces in eV/Å.

***

Molecular formula: C29H41N3NiO2PSe2
Method: DFT, ωB97M-V/def2-TZVPD

Lowest unoccupied orbital energy (alpha / beta), eV: 2.6 / 2.6
Expectation value of S²: 2.01
Total charge: -1
HOMO (alpha / beta), eV: -3.43 / -3.67
Spin multiplicity: 3

Structure (XYZ):
```
79
Properties=species:S:1:pos:R:3:forces:R:3:lowdin_charge:R:1
C -1.292276 0.092042 3.868808 0.5 0.0 -0.2 -0.1055
H -1.119687 3.181119 -3.320428 -1.6 0.1 0.2 0.0285
C -3.721347 -3.442912 -1.888890 0.0 1.2 -0.4 -0.1693
C 2.279388 -3.573062 3.096748 0.3 -0.7 -0.5 -0.1090
H -5.569099 -2.833628 -2.038742 0.1 -0.1 -0.5 0.0875
C 2.640382 0.105093 -3.395771 0.4 -0.4 0.2 -0.1066
H -1.633389 -1.987041 -4.208196 0.5 0.4 -0.3 0.0593
C 1.991664 2.772430 -2.330433 0.0 -0.7 0.0 -0.1968
C -2.475305 -0.195451 4.511360 -0.3 -0.3 -0.9 -0.0965
H 0.128451 2.650539 -4.379237 0.0 0.2 0.1 0.0917
P 0.505790 0.372914 1.686329 -1.3 0.4 0.8 0.6781
C 2.520754 2.006739 2.658275 -0.2 0.2 -0.3 -0.1054
H 0.374237 2.589414 -0.214743 0.0 0.1 -0.5 0.0489
H 3.164844 1.182428 2.342751 -0.2 0.1 0.2 0.1057
N 2.367251 0.343807 -1.958495 0.5 -1.4 -1.2 -0.3191
C 0.854525 4.191274 3.254145 2.1 0.0 0.9 -0.0956
H -2.281343 -0.030857 0.639649 0.2 0.2 -0.6 0.0672
C 1.338301 -1.077603 2.416613 -0.8 -0.4 -1.6 -0.2756
Ni 0.205439 0.214207 -1.757775 0.3 -0.8 0.4 0.1600
H -4.191744 -3.058985 -4.435131 -0.1 -0.1 0.5 0.0425
C 1.826429 -3.367254 1.775728 0.3 -0.8 0.4 -0.0696
H -1.652476 -2.300578 -0.560224 0.2 0.1 0.7 0.0521
C -0.035005 3.042976 -1.127281 -0.1 -0.2 0.9 -0.1400
H 2.641745 -0.962337 -3.598224 -0.3 -0.2 0.2 0.0613
C 1.744229 -1.308348 3.697722 1.0 0.0 0.3 -0.1103
C -3.549822 -0.191788 2.361199 -0.5 -0.4 -0.7 -0.0924
H -4.536378 -0.677658 4.236068 0.0 0.3 -0.2 0.0944
H -0.374460 0.133761 4.432593 0.1 0.2 0.3 0.0860
H 2.683633 -4.527814 3.414939 0.0 -0.1 -0.2 0.0916
H 4.316422 -0.376668 -1.420301 -0.6 -0.1 0.3 0.0961
C -2.296481 -2.758697 -3.871725 -0.2 -0.1 -0.3 -0.2541
C -2.606531 -2.438812 -2.414172 -1.9 -1.0 0.6 -0.5745
H 1.867375 -4.197527 1.028309 -0.1 0.9 0.7 0.1161
Se 0.329557 -2.346868 -2.146662 0.8 0.7 0.0 0.5890
H 3.641262 0.419060 -3.740357 -0.1 0.4 0.3 0.0910
O -4.972103 -3.298690 -2.642625 0.2 -0.1 1.3 -0.0948
Se -2.025258 0.491996 -2.640504 0.1 0.3 0.1 0.5994
H -1.386765 -3.834428 -1.378215 -0.2 -0.9 0.4 0.0327
C 1.134307 1.893716 2.516652 0.4 0.0 0.3 -0.2661
H -0.762056 2.937826 2.717634 0.4 -0.2 -0.1 0.1132
C 2.255392 -2.572267 4.027665 -0.4 1.3 0.4 -0.1091
H -4.440479 -0.279163 1.720523 0.3 -0.1 0.5 0.1025
H -3.890104 -3.319738 -0.790865 0.0 0.2 -0.7 0.1317
H 3.711759 1.802069 -1.634205 1.6 0.6 0.2 0.1024
H 2.399485 2.651413 -3.316721 -0.1 0.4 -0.9 0.1034
C -0.082359 3.205825 -3.451425 1.8 -0.3 -1.4 -0.1260
C 2.255790 4.252432 3.503104 -0.7 -0.3 -0.2 -0.0908
H 3.000984 -1.598630 -1.362319 -0.3 -0.7 -0.3 0.0294
C -1.431327 -2.777375 -1.498743 -0.2 0.6 -0.8 -0.5880
H 2.217118 3.783502 -1.966613 0.2 0.0 0.1 0.1308
H 0.305524 4.233720 -3.574625 -0.3 0.0 0.1 0.0944
H 0.031337 4.114541 -1.054630 0.3 1.0 -0.1 0.0795
H 1.872057 0.531752 -4.022089 -0.2 0.3 -0.2 0.0742
H 2.341480 1.694202 -0.487039 0.3 0.3 -0.1 0.0891
H -3.377473 -4.449743 -2.023093 0.2 -0.6 -0.3 0.1057
H 3.029477 -0.381707 -0.099115 0.3 -0.1 -0.5 0.0707
H 2.620751 -2.660431 5.037537 0.2 -0.6 0.1 0.0910
C 0.327996 3.007561 2.821963 -1.0 -0.9 -0.6 -0.0990
H 0.247788 5.036872 3.544788 -0.2 0.0 -0.1 0.0941
C 3.244606 -0.580405 -1.165468 -0.2 1.6 0.3 -0.0875
N 0.569890 2.541030 -2.350459 -0.5 -0.1 0.8 -0.3000
C -2.328637 -0.026136 1.707574 0.1 0.7 1.1 -0.0636
H -3.463563 -0.937536 -1.110544 0.0 0.0 -0.5 0.0466
H -4.005348 -0.817644 -2.846502 -0.1 -0.5 0.4 0.0409
C -1.188048 0.194944 2.482459 0.3 -0.4 -0.2 -0.2479
C 1.334422 -2.124169 1.445934 0.0 0.0 0.9 -0.1006
H 0.891224 -1.985374 0.470517 0.2 0.4 -0.2 0.0115
H 1.809815 -0.484840 4.412525 -0.2 -0.3 -0.1 0.1022
H 4.173530 3.214713 3.298390 -0.3 0.2 0.0 0.0957
N 0.584108 0.423985 0.198691 -0.3 0.1 -1.2 -0.2715
H 2.596726 5.118130 4.065698 0.4 0.0 -0.4 0.0880
C -3.626929 -0.342175 3.740635 0.0 -0.1 0.2 -0.1041
O -3.363128 -2.799274 -4.837880 0.4 0.2 0.1 -0.0691
C 3.093780 3.182236 3.141219 -0.5 0.5 0.6 -0.0944
H -2.480444 -0.445223 5.547730 -0.1 0.1 0.7 0.0883
H -1.730518 -3.695205 -3.912786 -0.1 -0.1 0.1 0.1102
H -1.079694 2.794759 -1.141160 -0.5 -0.2 0.0 0.0392
C -3.167763 -1.032675 -2.173922 0.3 0.2 -0.3 -0.5492
C 2.666310 1.691663 -1.534133 -0.6 0.1 1.1 -0.2315
```
Positions in Å, forces in eV/Å.

***

What are the energy above the lowest of the compared OMol25 structures with the same formula, charge and spin values for these records? In order: 29.43, 28.76, 0.32 kcal/mol.